63
Properties=species:S:1:pos:R:3:forces:R:3 method="wB97M-V/def2-TZVPD" spin_multiplicity=6 charge=+4 homo_ev="-17.7 / -20.8"
Ir -0.204626 -0.543012 1.400836 -0.050 -1.695 0.022
P 0.155075 1.379897 2.404582 0.577 2.240 2.932
P -2.324761 0.108143 1.041346 -2.056 0.637 -0.889
P 1.999594 -0.542055 0.901755 1.876 0.213 -1.269
H -1.626572 -3.966880 -3.693929 0.119 0.144 0.570
C -1.118440 -4.521141 -2.891192 -0.537 -1.297 -2.909
C -0.630518 -4.038904 -1.720814 0.845 0.738 2.158
H -0.907846 -3.070491 -1.285401 -0.057 -0.351 -0.122
C 0.385552 2.927147 1.463664 -0.089 0.021 -0.382
C -1.156823 1.819441 3.596062 0.189 0.293 -0.021
C 1.589237 1.450369 3.554991 -0.229 0.236 -0.070
C -2.983796 -0.778882 -0.377534 -0.466 -0.004 -0.248
C -3.354322 -0.415532 2.458804 0.185 -0.211 0.210
C -2.849743 1.840702 0.710755 0.174 0.085 -0.078
C 2.367935 -1.627652 -0.480968 0.383 -0.171 -0.301
C 2.973558 -1.237719 2.272676 -0.221 -0.118 0.286
C 2.849138 1.018882 0.409598 -0.018 -0.023 -0.016
H -0.897233 -5.557141 -3.167888 -0.350 -0.020 0.223
H 0.092270 -4.665092 -1.181717 -0.101 0.339 -0.138
H 0.546089 3.730552 2.196268 -0.118 -0.147 -0.186
H -0.490559 3.164518 0.851323 0.100 0.042 0.244
H 1.257076 2.891565 0.804964 -0.208 0.042 0.218
H -0.809998 2.724841 4.108962 -0.276 -0.190 0.123
H -1.282400 0.998077 4.309636 0.087 0.251 0.018
H -2.114887 2.030234 3.116461 0.317 -0.023 0.388
H 1.496943 2.411098 4.082766 0.228 -0.311 -0.005
H 2.555337 1.415575 3.037750 -0.327 0.042 0.395
H 1.516427 0.628031 4.279445 0.049 0.308 -0.090
H -4.060035 -0.598459 -0.456713 0.023 -0.091 -0.179
H -2.802518 -1.849414 -0.255369 -0.090 0.107 0.025
H -2.481030 -0.423468 -1.283113 -0.137 -0.047 0.095
H -4.409484 -0.280169 2.198213 0.099 -0.004 -0.064
H -3.143293 0.158278 3.364885 -0.052 -0.093 -0.242
H -3.188119 -1.475521 2.679347 -0.163 0.132 -0.106
H -3.945919 1.859725 0.632435 0.226 -0.145 -0.077
H -2.421315 2.197182 -0.234330 -0.193 -0.197 0.095
H -2.575805 2.565144 1.483343 -0.087 -0.299 -0.259
H 3.453211 -1.695910 -0.609741 -0.086 -0.102 -0.147
H 1.910849 -1.229185 -1.391587 0.105 -0.043 0.078
H 1.966130 -2.622467 -0.277139 0.082 0.046 -0.009
H 4.035073 -1.160378 2.028245 0.011 0.007 -0.087
H 2.727484 -2.294844 2.399140 0.061 0.016 -0.080
H 2.801618 -0.729969 3.222302 0.057 -0.075 -0.192
H 3.877245 0.781692 0.102844 -0.240 -0.110 0.062
H 2.913501 1.763900 1.209667 0.019 -0.340 -0.266
H 2.338257 1.483556 -0.445159 0.145 -0.240 0.150
C 0.369273 1.787120 -3.704376 0.083 0.916 0.683
C 0.078422 0.417032 -3.644479 -0.082 -1.335 -0.527
C 0.302975 -0.383484 -4.760245 -0.319 0.305 1.250
C 0.855339 0.171150 -5.926712 -0.040 -0.026 -0.355
C 1.219695 1.526341 -5.979687 -0.048 0.544 0.756
C 1.010568 2.324102 -4.846205 -0.090 0.132 -1.110
Se -0.144964 2.896144 -2.228244 0.803 -0.441 -1.550
H 0.075836 1.764672 -1.335447 -0.309 -0.264 0.370
H -0.363809 -0.003872 -2.740599 0.065 0.064 -0.229
H 0.029327 -1.439667 -4.702658 0.166 0.379 -0.251
H 0.986264 -0.464907 -6.803293 0.047 0.210 0.186
H 1.652979 1.940211 -6.898031 -0.124 -0.106 0.511
H 1.303199 3.370851 -4.844077 -0.061 -0.119 -0.144
N -0.338695 -2.262216 2.778479 0.097 0.132 0.504
H -0.160580 -3.152748 2.308889 -0.087 0.214 0.154
H -1.259812 -2.337145 3.227634 0.419 -0.036 -0.036
H 0.356447 -2.177859 3.528561 -0.332 -0.159 -0.071